[1]
{"formula": "C6H11N2S", "method": "ωB97M-V/def2-TZVPD", "elements": ["C", "C", "C", "C", "C", "C", "N", "N", "S", "H", "H", "H", "H", "H", "H", "H", "H", "H", "H", "H"], "coordinates": [[0.007, -2.125, -0.678], [0.097, -1.174, -1.716], [0.517, -1.681, 0.500], [0.295, 0.220, -1.572], [1.121, -0.341, 0.627], [0.754, 0.652, -0.395], [-2.437, 1.123, 0.357], [1.061, 0.321, 1.987], [1.094, 2.255, 0.079], [-0.333, -3.073, -0.906], [-0.119, -1.582, -2.624], [0.567, -2.216, 1.461], [0.300, 0.784, -2.481], [2.214, -0.489, 0.522], [-3.293, 1.230, 0.897], [-2.516, 1.477, -0.609], [-1.744, 1.622, 0.779], [1.481, -0.263, 2.682], [-0.003, 0.323, 2.151], [0.936, 2.937, -1.063]], "orbital_gap_ev": 7.4463, "e_above_lowest_kcal_mol": 67.9, "energy_ev": -20207.20710, "charge": 1, "e_homo_ev": -13.40}

=====

[2]
{"formula": "C24H31NO7", "method": "ωB97M-V/def2-TZVPD", "elements": ["C", "O", "C", "C", "C", "O", "C", "C", "C", "C", "O", "N", "C", "C", "C", "C", "C", "C", "C", "O", "C", "C", "O", "C", "C", "O", "C", "C", "C", "O", "C", "C", "H", "H", "H", "H", "H", "H", "H", "H", "H", "H", "H", "H", "H", "H", "H", "H", "H", "H", "H", "H", "H", "H", "H", "H", "H", "H", "H", "H", "H", "H", "H"], "coordinates": [[-2.645, -5.123, -1.686], [-2.847, -4.247, -0.605], [-2.128, -3.089, -0.567], [-1.155, -2.729, -1.483], [-0.489, -1.515, -1.342], [0.467, -1.146, -2.232], [-0.774, -0.656, -0.286], [-0.083, 0.686, -0.183], [-0.606, 1.595, -1.308], [-2.119, 1.505, -1.394], [-2.681, 0.839, -2.247], [-2.833, 2.188, -0.478], [-2.364, 3.050, 0.586], [-3.612, 3.829, 0.997], [-4.722, 2.801, 0.790], [-4.285, 2.092, -0.487], [1.418, 0.509, -0.184], [1.951, -0.461, 0.662], [3.315, -0.680, 0.718], [3.901, -1.636, 1.504], [3.070, -2.506, 2.229], [4.198, 0.098, -0.058], [5.563, -0.146, -0.006], [6.181, 0.142, 1.231], [3.663, 1.069, -0.905], [4.346, 1.900, -1.740], [5.745, 1.807, -1.887], [2.277, 1.259, -0.954], [-1.761, -1.033, 0.632], [-2.011, -0.146, 1.645], [-3.035, -0.450, 2.560], [-2.425, -2.240, 0.497], [-3.339, -5.948, -1.531], [-2.868, -4.638, -2.642], [-1.622, -5.513, -1.704], [-0.909, -3.363, -2.323], [0.522, -1.800, -2.939], [-0.359, 1.118, 0.783], [-0.213, 1.234, -2.258], [-0.284, 2.624, -1.147], [-1.996, 2.451, 1.428], [-1.560, 3.705, 0.245], [-3.761, 4.678, 0.328], [-3.555, 4.195, 2.020], [-4.739, 2.100, 1.625], [-5.707, 3.255, 0.694], [-4.678, 2.588, -1.381], [-4.585, 1.042, -0.531], [1.275, -1.050, 1.259], [2.385, -3.050, 1.571], [2.491, -1.971, 2.990], [3.740, -3.212, 2.717], [7.243, -0.048, 1.082], [5.804, -0.499, 2.030], [6.033, 1.192, 1.512], [5.990, 2.493, -2.699], [6.059, 0.796, -2.150], [6.270, 2.123, -0.982], [1.924, 2.017, -1.631], [-2.815, -1.361, 3.125], [-3.076, 0.394, 3.248], [-4.001, -0.560, 2.059], [-3.191, -2.559, 1.183]], "orbital_gap_ev": 8.4669, "smiles": "COc1cc(O)c([C@H](CC(=O)N2CCCC2)c2cc(OC)c(OC)c(OC)c2)c(OC)c1", "e_above_lowest_kcal_mol": 85.9, "energy_ev": -41212.21676, "charge": 0, "e_homo_ev": -7.83}

=====

[3]
{"formula": "C29H72N2O10PS", "method": "ωB97M-V/def2-TZVPD", "elements": ["C", "C", "C", "C", "N", "C", "P", "S", "C", "C", "C", "N", "C", "H", "H", "H", "H", "H", "H", "H", "H", "H", "H", "H", "H", "H", "H", "H", "H", "H", "H", "H", "H", "H", "H", "C", "O", "C", "C", "O", "C", "H", "H", "H", "H", "H", "H", "H", "H", "H", "H", "C", "O", "C", "C", "O", "C", "H", "H", "H", "H", "H", "H", "H", "H", "H", "H", "C", "O", "C", "C", "O", "C", "H", "H", "H", "H", "H", "H", "H", "H", "H", "H", "C", "O", "C", "C", "O", "C", "H", "H", "H", "H", "H", "H", "H", "H", "H", "H", "C", "O", "C", "C", "O", "C", "H", "H", "H", "H", "H", "H", "H", "H", "H", "H"], "coordinates": [[-3.500, 2.895, 0.196], [-4.015, 2.775, -1.263], [-4.424, 1.340, -1.634], [-5.829, 1.134, -2.275], [-6.748, 2.264, -2.219], [-7.734, 2.301, -1.170], [-8.641, 3.926, -1.452], [-7.571, 5.499, -1.092], [-7.155, 2.433, 0.244], [-6.769, 1.131, 0.963], [-7.576, -0.091, 0.551], [-8.895, 0.338, -0.004], [-8.781, 1.151, -1.257], [-3.375, 1.928, 0.671], [-2.552, 3.418, 0.215], [-4.169, 3.483, 0.822], [-3.171, 3.045, -1.882], [-4.813, 3.495, -1.392], [-4.325, 0.669, -0.788], [-3.703, 0.972, -2.356], [-5.679, 0.907, -3.325], [-6.269, 0.223, -1.863], [-7.160, 2.458, -3.122], [-9.834, 3.812, -0.705], [-9.010, 3.853, -2.811], [-6.340, 3.137, 0.209], [-7.929, 2.910, 0.848], [-6.956, 1.289, 2.020], [-5.710, 0.927, 0.886], [-7.069, -0.745, -0.146], [-7.787, -0.681, 1.435], [-9.379, 0.863, 0.728], [-9.455, -0.496, -0.189], [-8.534, 0.475, -2.065], [-9.779, 1.528, -1.465], [-0.144, -0.008, -0.237], [-0.718, 0.557, 0.934], [-0.949, -0.390, 1.964], [0.139, -0.350, 3.016], [1.384, -0.766, 2.481], [2.246, 0.315, 2.154], [0.209, 0.813, -0.860], [0.698, -0.659, -0.002], [-0.897, -0.575, -0.798], [-1.034, -1.400, 1.549], [-1.905, -0.135, 2.436], [-0.120, -1.044, 3.823], [0.216, 0.653, 3.445], [2.687, 0.740, 3.062], [1.719, 1.098, 1.605], [3.042, -0.083, 1.526], [4.023, -5.673, -0.964], [4.365, -5.376, 0.377], [5.071, -4.152, 0.520], [4.168, -3.036, 0.992], [3.180, -2.708, 0.018], [1.912, -3.263, 0.314], [3.304, -6.491, -0.947], [3.570, -4.814, -1.465], [4.907, -5.995, -1.525], [5.563, -3.876, -0.418], [5.850, -4.313, 1.271], [4.773, -2.138, 1.153], [3.699, -3.301, 1.945], [1.449, -2.707, 1.134], [1.979, -4.320, 0.585], [1.288, -3.169, -0.576], [3.661, -5.073, 5.140], [3.551, -3.749, 4.647], [2.461, -3.026, 5.198], [2.903, -2.082, 6.295], [3.399, -2.777, 7.427], [4.814, -2.818, 7.491], [4.636, -5.455, 4.840], [3.588, -5.106, 6.229], [2.885, -5.711, 4.703], [1.693, -3.710, 5.572], [2.024, -2.435, 4.384], [2.037, -1.499, 6.626], [3.654, -1.385, 5.911], [5.214, -1.844, 7.792], [5.253, -3.108, 6.534], [5.088, -3.556, 8.243], [0.830, 3.594, -2.969], [0.191, 2.545, -3.679], [-1.112, 2.876, -4.125], [-1.137, 3.257, -5.589], [-0.425, 4.456, -5.831], [0.875, 4.249, -6.360], [1.882, 3.333, -2.875], [0.748, 4.547, -3.497], [0.401, 3.696, -1.966], [-1.532, 3.684, -3.516], [-1.735, 1.984, -3.984], [-2.176, 3.429, -5.890], [-0.739, 2.440, -6.198], [0.819, 3.957, -7.413], [1.422, 3.487, -5.801], [1.412, 5.193, -6.287], [7.103, -1.665, -2.677], [7.441, -1.379, -1.330], [8.149, -0.156, -1.186], [7.249, 0.966, -0.716], [6.255, 1.284, -1.679], [4.993, 0.717, -1.381], [6.367, -2.468, -2.672], [6.671, -0.796, -3.179], [7.989, -2.000, -3.226], [8.634, 0.119, -2.127], [8.931, -0.316, -0.437], [7.855, 1.863, -0.560], [6.784, 0.700, 0.239], [4.511, 1.272, -0.567], [5.076, -0.336, -1.102], [4.371, 0.795, -2.272]], "orbital_gap_ev": 6.6529, "energy_ev": -74806.62036, "charge": 1, "e_homo_ev": -10.16}

=====

no.,strongest force on any atom (eV/Å)
1,3.7
2,0.7
3,1.7